Here is a cluster of 2 separate species, H4N2O in total at a distorted geometry from the OMol25 dataset. Energies are from ωB97M-V with the def2-TZVPD basis set.

Geometry (Å):
H (-1.1821, -0.3010, 0.0876)
N (-1.2417, -0.6639, -0.9139)
N (-1.0255, -1.8684, -1.0119)
H (-0.4581, -2.2507, -0.2415)
O (1.2025, 1.6467, 1.0719)
H (2.0046, 1.3381, 0.6081)
H (0.7004, 2.0991, 0.3997)

## Properties
- calculated total energy (eV) = -5090.41235
- total charge = 0
- SMILES = [H]/N=N\[H].O
- spin multiplicity = 1
- E_HOMO (eV) = -9.4
- HOMO-LUMO gap (eV) = 10.03

---

Here is a cluster of 2 separate species, C23H28ClNO4PS in total at a distorted geometry from the OMol25 dataset. Energies are from ωB97M-V with the def2-TZVPD basis set.

Geometry (Å):
C (5.8379, 0.1229, -1.5836)
C (5.6122, 1.2033, -2.4014)
C (4.8096, 2.4953, -1.9395)
C (4.0706, 2.1644, -0.5937)
C (4.6721, 2.5250, 0.6802)
C (3.9505, 2.2143, 1.9149)
C (2.6628, 1.5155, 1.9007)
C (2.0342, 1.1103, 0.6165)
C (2.7726, 1.4542, -0.5930)
S (2.1138, 1.0021, -2.2193)
C (0.3890, 0.5826, -1.8468)
C (-0.5234, 0.4966, -3.0072)
C (-1.9262, 0.1261, -2.8287)
C (-2.3807, -0.1585, -1.4533)
P (-4.2124, -0.6816, -1.2822)
C (-5.1543, 0.8503, -1.8854)
C (-4.5066, -1.9840, -2.6318)
C (-1.4465, -0.0351, -0.2617)
C (-2.0526, -0.3333, 1.1627)
C (-2.6768, 0.9509, 1.8580)
C (-1.9567, 2.3053, 1.4555)
Cl (-2.1969, 3.5049, 2.8365)
C (-0.0239, 0.3442, -0.4674)
N (0.7860, 0.3851, 0.7336)
C (1.1469, -1.0060, 1.1495)
O (0.9595, -1.0524, 2.5915)
O (2.0831, -1.7148, 3.0691)
H (5.7908, -0.9247, -1.9770)
H (6.0244, 0.2997, -0.4914)
H (6.0685, 1.1554, -3.4301)
H (4.0837, 2.8109, -2.7371)
H (5.5915, 3.2891, -1.7808)
H (5.6650, 3.0337, 0.7742)
H (4.4161, 2.4896, 2.8927)
H (2.1458, 1.2605, 2.8563)
H (-0.1129, 0.7136, -4.0271)
H (-2.5932, 0.0419, -3.7204)
H (-5.7595, 0.5859, -2.7904)
H (-4.4149, 1.6404, -2.1967)
H (-5.7677, 1.3006, -1.0606)
H (-5.1159, -2.8470, -2.2453)
H (-3.5377, -2.4402, -2.9872)
H (-4.9803, -1.5218, -3.5503)
H (-2.8570, -1.1244, 1.1399)
H (-1.2803, -0.7418, 1.8754)
H (-2.5013, 0.8409, 2.9672)
H (-3.7977, 1.0092, 1.7431)
H (-2.4881, 2.7059, 0.5534)
H (-0.8672, 2.1677, 1.2479)
H (2.2199, -1.2230, 0.9236)
H (0.4320, -1.7358, 0.6712)
H (1.7660, -2.2204, 3.8394)
C (-1.3572, -4.4219, 2.6649)
C (-2.5386, -3.7471, 1.9525)
O (-3.5326, -3.5049, 2.6744)
O (-2.3596, -3.5143, 0.7348)
H (-1.5750, -4.5905, 3.7217)
H (-1.1431, -5.3862, 2.1971)
H (-0.4680, -3.7885, 2.5908)

## Properties
- calculated total energy (eV) = -66626.34017
- total charge = -1
- spin multiplicity = 1
- E_HOMO (eV) = -4.4
- HOMO-LUMO gap (eV) = 6.71

---

Here is a structure of composition C44H77N11 at a distorted geometry from the OMol25 dataset. Energies are from ωB97M-V with the def2-TZVPD basis set.

Geometry (Å):
C (-2.1103, 0.1078, -2.8336)
C (-1.2919, -0.9917, -3.5026)
C (-1.8393, -2.3334, -3.0622)
C (-1.4861, -2.7074, -1.6646)
N (-1.1498, -2.9662, -0.5904)
H (-3.1764, 0.0531, -3.0541)
H (-1.7248, 1.0622, -3.1921)
H (-2.0212, 0.1372, -1.7477)
H (-0.2294, -0.9288, -3.2679)
H (-1.4004, -0.9705, -4.5870)
H (-1.4127, -3.1579, -3.6334)
H (-2.9236, -2.3563, -3.1707)
C (-3.4432, 2.1187, -0.0616)
C (-4.0640, 1.7305, 1.3086)
C (-4.8376, 2.8471, 1.9702)
C (-4.2349, 4.1943, 1.8084)
N (-3.8435, 5.2514, 1.6147)
H (-2.6686, 2.8782, 0.0454)
H (-4.1275, 2.4891, -0.8250)
H (-2.9369, 1.2818, -0.5426)
H (-3.2267, 1.3765, 1.9099)
H (-4.6385, 0.8063, 1.2465)
H (-4.9367, 2.5984, 3.0268)
H (-5.8402, 2.8763, 1.5436)
C (-2.7838, 2.5267, 3.9044)
C (-1.7520, 1.4305, 3.6926)
C (-0.2662, 1.9264, 3.5516)
C (0.2051, 2.6681, 4.7042)
N (0.5739, 3.2782, 5.5987)
H (-2.5049, 3.1673, 4.7411)
H (-3.8231, 2.2338, 4.0531)
H (-2.8064, 3.2877, 3.1244)
H (-2.0005, 0.8246, 2.8213)
H (-1.6780, 0.7340, 4.5278)
H (-0.1659, 2.6174, 2.7146)
H (0.4519, 1.1198, 3.4042)
C (-2.7317, -0.7272, 1.9964)
C (-3.6972, -0.5384, 3.1793)
C (-5.1845, -0.8277, 2.9600)
C (-5.4067, -2.2500, 2.7109)
N (-5.6241, -3.3650, 2.4815)
H (-2.4597, -1.7819, 1.9544)
H (-1.8004, -0.1987, 2.2001)
H (-3.0942, -0.3590, 1.0367)
H (-3.5305, 0.4726, 3.5511)
H (-3.3708, -1.0675, 4.0746)
H (-5.5719, -0.2564, 2.1164)
H (-5.8065, -0.5358, 3.8062)
C (2.5445, -4.7125, 1.8609)
C (1.6105, -4.6294, 0.6170)
C (0.4900, -3.6051, 0.7386)
C (-0.6130, -4.0538, 1.6514)
N (-1.4558, -4.4174, 2.3812)
H (2.9341, -3.7342, 2.1427)
H (3.4539, -5.2417, 1.5759)
H (2.1234, -5.2432, 2.7148)
H (1.1941, -5.5678, 0.2506)
H (2.1943, -4.2549, -0.2238)
H (-0.0145, -3.4957, -0.2214)
H (0.8730, -2.6239, 1.0190)
C (0.7095, -0.7634, -0.7207)
C (-0.1585, -0.8799, 0.5559)
C (-0.0394, 0.3150, 1.4274)
C (-0.7859, 1.4378, 0.8446)
N (-1.3886, 2.2874, 0.3547)
H (1.7257, -0.5235, -0.4077)
H (0.3709, 0.0014, -1.4196)
H (0.8310, -1.7191, -1.2306)
H (0.1261, -1.7505, 1.1467)
H (-1.2035, -1.0152, 0.2771)
H (0.9781, 0.6942, 1.5226)
H (-0.4620, 0.1457, 2.4177)
C (4.3720, -4.5787, -1.1102)
C (4.8541, -4.1107, 0.2480)
C (4.6531, -2.6165, 0.4789)
C (3.3207, -2.1275, 0.1095)
N (2.2129, -1.7861, -0.1516)
H (3.2966, -4.5459, -1.2847)
H (4.7573, -5.5838, -1.2819)
H (4.8199, -3.9747, -1.8993)
H (5.8932, -4.3158, 0.5054)
H (4.2912, -4.6612, 1.0018)
H (5.4567, -2.0612, -0.0049)
H (4.8067, -2.3335, 1.5202)
C (5.4249, -0.6303, -1.5222)
C (4.7093, 0.0591, -0.3193)
C (3.2948, 0.5436, -0.6625)
C (3.2850, 1.6218, -1.6986)
N (3.2830, 2.4511, -2.4844)
H (4.7605, -1.2903, -2.0800)
H (6.2002, -1.2832, -1.1216)
H (5.8284, 0.0243, -2.2947)
H (5.3777, 0.8535, 0.0125)
H (4.6419, -0.6934, 0.4664)
H (2.7744, 0.9142, 0.2206)
H (2.6539, -0.2742, -0.9917)
C (3.5247, -2.5102, -3.1487)
C (2.0903, -2.5268, -3.7064)
C (1.0501, -2.8833, -2.5985)
C (1.2581, -4.2528, -2.1198)
N (1.4447, -5.3430, -1.7594)
H (3.5832, -1.7488, -2.3709)
H (4.2358, -2.2012, -3.9147)
H (3.8448, -3.4267, -2.6531)
H (2.0531, -3.2200, -4.5466)
H (1.8142, -1.5418, -4.0828)
H (0.0381, -2.8382, -3.0009)
H (1.1684, -2.1485, -1.8021)
C (-1.5706, 2.6914, -2.0806)
C (-2.0687, 4.1304, -2.2025)
C (-3.0819, 4.5787, -1.1195)
C (-3.6187, 5.8935, -1.3814)
N (-4.0074, 6.9723, -1.6432)
H (-0.9660, 2.5208, -2.9713)
H (-2.3179, 1.8980, -2.0963)
H (-0.9687, 2.5585, -1.1816)
H (-2.4822, 4.3203, -3.1930)
H (-1.2313, 4.8282, -2.1940)
H (-2.5594, 4.6166, -0.1636)
H (-3.8930, 3.8540, -1.0484)
C (0.6789, 5.3955, 0.0885)
C (1.6596, 4.6538, -0.9149)
C (1.5751, 3.1144, -1.1097)
C (1.7596, 2.3778, 0.1409)
N (1.7988, 1.7789, 1.1100)
H (-0.3094, 5.2598, -0.3509)
H (0.9254, 6.4558, 0.1444)
H (0.8137, 4.9862, 1.0897)
H (2.6822, 4.8837, -0.6157)
H (1.6586, 5.1604, -1.8800)
H (2.2579, 2.7216, -1.8631)
H (0.5457, 2.9633, -1.4348)

## Properties
- calculated total energy (eV) = -63234.81263
- total charge = 0
- spin multiplicity = 1
- E_HOMO (eV) = -9.5
- HOMO-LUMO gap (eV) = 9.43

---

Here is a structure of composition C46H59IIrN8OTe at a distorted geometry from the OMol25 dataset. Energies are from ωB97M-V with the def2-TZVPD basis set.

Geometry (Å):
Ir (1.1025, -0.3813, -1.0642)
C (5.3985, -0.3589, 0.3615)
N (5.3982, -0.7270, -1.0333)
C (6.6854, -1.1498, -1.5514)
C (4.3066, -0.6198, -1.8222)
N (3.3399, 0.2984, -1.6536)
C (3.6061, 1.5426, -1.1301)
C (4.8877, 2.1152, -1.1100)
C (5.1338, 3.3011, -0.4570)
C (4.1053, 3.9568, 0.2102)
C (2.8144, 3.4874, 0.0862)
C (2.5319, 2.3379, -0.6539)
N (1.2132, 1.9554, -0.9252)
C (0.3593, 2.9001, -1.2728)
N (-0.9817, 2.6675, -1.1878)
C (-1.9777, 3.4140, -1.9344)
C (-1.4692, 1.5153, -0.5088)
N (0.7131, 4.1231, -1.7548)
C (0.0991, 5.3437, -1.2741)
C (1.8553, 4.3674, -2.6028)
N (4.1755, -1.4898, -2.8423)
C (3.2511, -1.1793, -3.9071)
C (4.6058, -2.8742, -2.7569)
H (5.9518, 0.5678, 0.5354)
H (5.8804, -1.1620, 0.9200)
H (4.3788, -0.2352, 0.7172)
H (7.4532, -0.4943, -1.1333)
H (6.6971, -1.0392, -2.6338)
H (6.9381, -2.1784, -1.2834)
H (5.6958, 1.6193, -1.6210)
H (6.1331, 3.7031, -0.4365)
H (4.3056, 4.8465, 0.7850)
H (1.9967, 4.0146, 0.5541)
H (-1.5224, 3.9244, -2.7776)
H (-2.4863, 4.1377, -1.2942)
H (-2.7293, 2.7264, -2.3190)
H (-0.9182, 1.3817, 0.4283)
H (-1.7466, -0.4770, -0.7185)
H (-2.5284, 1.6818, -0.2677)
H (-0.5865, 5.1354, -0.4599)
H (-0.4334, 5.8686, -2.0689)
H (0.8865, 6.0025, -0.8974)
H (2.2415, 3.4345, -2.9980)
H (2.6626, 4.8893, -2.0803)
H (1.5218, 4.9974, -3.4314)
H (3.2809, -0.1090, -4.1069)
H (2.2264, -1.4733, -3.6396)
H (3.5451, -1.7178, -4.8052)
H (4.8486, -3.1414, -1.7319)
H (5.4708, -3.0695, -3.3929)
H (3.7861, -3.5163, -3.0826)
C (-5.3498, -5.5612, 5.0071)
C (-4.5437, -4.6057, 4.1955)
C (-4.9515, -4.2061, 2.9298)
C (-4.1857, -3.3532, 2.1466)
C (-4.7453, -2.8925, 0.8365)
C (-2.9604, -2.8976, 2.6500)
Te (-1.6920, -1.6279, 1.5272)
N (-1.3168, 0.2679, -1.2824)
C (-1.8697, 0.1377, -2.5868)
O (-2.7440, -0.6725, -2.7730)
C (-1.2486, 0.9454, -3.6609)
C (-2.0561, 1.5346, -4.6324)
C (-1.4872, 2.2675, -5.6569)
C (-0.1093, 2.4057, -5.7352)
C (0.7032, 1.7789, -4.8022)
C (0.1335, 1.0488, -3.7763)
C (-1.7096, 0.1430, 3.0208)
C (-0.4850, 0.7908, 3.1731)
C (0.7712, 0.2790, 2.5436)
C (-0.4226, 1.9168, 3.9834)
C (-1.5459, 2.4080, 4.6335)
C (-1.4645, 3.6070, 5.5176)
C (-2.7569, 1.7548, 4.4410)
C (-2.8635, 0.6295, 3.6308)
C (-4.2016, -0.0167, 3.4522)
C (-2.5409, -3.2592, 3.9355)
C (-1.2634, -2.7429, 4.5144)
C (-3.3387, -4.1050, 4.6854)
H (-6.3722, -5.6308, 4.6473)
H (-5.3592, -5.2758, 6.0564)
H (-4.9051, -6.5553, 4.9472)
H (-5.8985, -4.5596, 2.5495)
H (-5.4571, -3.6172, 0.4476)
H (-3.9707, -2.7294, 0.0864)
H (-5.2857, -1.9547, 0.9782)
H (-3.1272, 1.4266, -4.5653)
H (-2.1246, 2.7300, -6.3932)
H (0.3328, 2.9928, -6.5254)
H (1.7797, 1.8462, -4.8820)
H (0.7749, 0.5320, -3.0569)
H (0.9666, -0.7426, 2.8698)
H (1.6214, 0.8932, 2.8276)
H (0.7072, 0.2836, 1.4462)
H (0.5322, 2.4012, 4.1277)
H (-0.4677, 4.0348, 5.5077)
H (-1.7080, 3.3357, 6.5424)
H (-2.1789, 4.3655, 5.2055)
H (-3.6465, 2.1282, 4.9297)
H (-4.9972, 0.6724, 3.7242)
H (-4.2951, -0.8964, 4.0902)
H (-4.3430, -0.3238, 2.4157)
H (-0.4555, -2.7908, 3.7801)
H (-0.9708, -3.3238, 5.3842)
H (-1.3886, -1.7059, 4.8274)
H (-3.0134, -4.3953, 5.6733)
I (2.0283, -2.3798, 0.3315)
C (-1.4873, -3.0889, -0.2883)
C (-1.9115, -4.4048, -0.3178)
C (-1.6373, -5.1323, -1.4672)
C (-0.9684, -4.5222, -2.5155)
C (-0.5875, -3.1999, -2.3807)
N (-0.8320, -2.5130, -1.2722)
H (-2.4425, -4.8472, 0.5097)
H (-1.9458, -6.1658, -1.5338)
H (-0.7443, -5.0591, -3.4215)
H (-0.0755, -2.6665, -3.1737)

## Properties
- calculated total energy (eV) = -80843.35343
- total charge = +2
- spin multiplicity = 6
- E_HOMO (alpha / beta) (eV) = -11.6 / -11.5
- HOMO-LUMO gap (alpha / beta) (eV) = 6.71 / 3.17

---

Here is the molecule C22H18FN3O2 at a distorted geometry from the OMol25 dataset. Energies are from ωB97M-V with the def2-TZVPD basis set.

Geometry (Å):
C (6.1446, 3.4710, -0.6170)
C (5.9682, 2.1622, 0.0855)
C (6.3529, 1.9939, 1.4147)
C (6.1715, 0.7583, 2.0086)
C (5.6116, -0.2677, 1.2637)
C (5.2529, -0.0080, -0.0546)
C (4.6143, -1.0733, -0.9080)
N (3.2870, -1.3970, -0.4273)
C (2.1948, -1.3440, -1.2271)
O (2.2567, -1.1025, -2.4155)
C (0.8967, -1.6130, -0.5339)
C (0.7947, -2.4986, 0.5478)
C (-0.4091, -2.7571, 1.1702)
C (-1.5320, -2.0989, 0.6882)
N (-2.8513, -2.1287, 1.0762)
C (-3.4592, -1.3348, 0.2646)
C (-4.9184, -1.0385, 0.2606)
C (-5.1603, 0.4076, -0.0773)
C (-5.3787, 0.8258, -1.3828)
C (-5.5664, 2.1643, -1.6805)
C (-5.5382, 3.1133, -0.6729)
C (-5.3192, 2.7237, 0.6367)
C (-5.1298, 1.3826, 0.9120)
F (-4.9162, 1.0104, 2.1936)
O (-2.6700, -0.7428, -0.6686)
C (-1.4254, -1.2210, -0.4111)
C (-0.2260, -0.9690, -1.0412)
N (5.4306, 1.1767, -0.6176)
H (5.7503, 3.3959, -1.6257)
H (5.6218, 4.2619, -0.0822)
H (7.2000, 3.7348, -0.6626)
H (6.7863, 2.8162, 1.9634)
H (6.4640, 0.5934, 3.0359)
H (5.4669, -1.2487, 1.6918)
H (4.5041, -0.7104, -1.9320)
H (5.2375, -1.9768, -0.9051)
H (3.1693, -1.4965, 0.5682)
H (1.6760, -3.0235, 0.8871)
H (-0.4876, -3.4453, 1.9956)
H (-5.4037, -1.6778, -0.4822)
H (-5.3078, -1.2889, 1.2481)
H (-5.3993, 0.0900, -2.1728)
H (-5.7351, 2.4669, -2.7026)
H (-5.6851, 4.1572, -0.9034)
H (-5.2901, 3.4393, 1.4431)
H (-0.1400, -0.3106, -1.8901)

## Properties
- calculated total energy (eV) = -34390.05581
- total charge = 0
- SMILES = Cc1cccc(CNC(=O)c2ccc3nc(Cc4ccccc4F)oc3c2)n1
- spin multiplicity = 1
- E_HOMO (eV) = -8.9
- HOMO-LUMO gap (eV) = 9.49

---

Here is the ion C7H12NO with charge +1 at a distorted geometry from the OMol25 dataset. Energies are from ωB97M-V with the def2-TZVPD basis set.

Geometry (Å):
C (0.7048, 1.2278, 1.4846)
C (1.8397, -0.0759, -0.2670)
C (0.7253, -0.2915, -1.2750)
C (-0.4159, -1.1188, -0.5924)
C (-1.3285, -0.2702, 0.2535)
C (3.0123, -0.9080, -0.0784)
C (-3.1541, 1.1827, 0.4637)
N (1.4629, 0.6706, 0.7340)
O (-2.0776, 0.6260, -0.2827)
H (0.6857, 2.2324, 1.7875)
H (0.4511, 0.7017, -1.4567)
H (0.7885, -0.7664, -2.2607)
H (-0.9622, -1.6616, -1.3897)
H (0.0177, -1.9022, -0.0242)
H (-1.3053, -0.4132, 1.3564)
H (3.3684, -1.0578, 0.9463)
H (3.8196, -0.5880, -0.6661)
H (2.6834, -1.9066, -0.4978)
H (-3.0291, 2.2697, 0.5062)
H (-3.2657, 0.9614, 1.4573)
H (-4.0210, 1.0882, -0.1988)

## Properties
- calculated total energy (eV) = -10979.81944
- total charge = +1
- spin multiplicity = 1
- E_HOMO (alpha / beta) (eV) = -11.8 / -11.8
- HOMO-LUMO gap (alpha / beta) (eV) = 6.91 / 6.91

---

Here is a cluster of 2 separate species, C4H4NO2 in total at a distorted geometry from the OMol25 dataset. Energies are from ωB97M-V with the def2-TZVPD basis set.

Geometry (Å):
C (2.0922, -1.5954, -0.7243)
C (0.2445, 0.2048, 0.4036)
C (0.2995, 1.4285, -0.3172)
C (-0.9698, -0.0124, 1.2423)
N (1.2648, -1.7208, -1.5478)
O (0.7287, 2.5517, -0.4898)
O (-0.1677, 0.5768, -1.2509)
H (-1.4341, -1.0102, 1.1177)
H (-1.7584, 0.7913, 1.2393)
H (-0.8068, 0.0371, 2.3332)
H (0.5070, -1.2513, -2.0060)

## Properties
- calculated total energy (eV) = -9794.93390
- total charge = -1
- spin multiplicity = 1
- E_HOMO (eV) = -3.2
- HOMO-LUMO gap (eV) = 7.49

---

Here is a structure of composition H4MgO14S3 at a distorted geometry from the OMol25 dataset. Energies are from ωB97M-V with the def2-TZVPD basis set.

Geometry (Å):
Mg (0.1156, 0.0867, -0.0654)
S (-1.1066, 0.1216, 2.1936)
O (-1.3978, 1.3009, 3.0196)
O (-1.5253, 0.3508, 0.7888)
O (0.3674, 0.0872, 1.9357)
O (-1.6379, -1.0957, 2.7884)
S (-0.6473, -3.1642, -0.2156)
O (-1.8345, -3.3555, 0.6349)
O (0.3760, -4.1897, 0.1373)
O (-1.0068, -3.3440, -1.6363)
O (-0.0352, -1.8243, -0.0036)
S (0.7668, 3.3117, 0.0859)
O (0.5154, 1.9136, -0.3793)
O (-0.0266, 3.6305, 1.2693)
O (2.2343, 3.3754, 0.3939)
O (0.4637, 4.2304, -1.0167)
O (1.9058, -0.3474, -0.8967)
H (2.7017, 0.1935, -0.8557)
H (2.1796, -1.1872, -1.2777)
O (-0.7141, 0.0178, -1.9253)
H (-1.3086, 0.5517, -2.4533)
H (-0.3855, -0.6639, -2.5218)

## Properties
- calculated total energy (eV) = -66675.88762
- total charge = -4
- spin multiplicity = 1
- E_HOMO (eV) = 4.8
- HOMO-LUMO gap (eV) = 4.14

---

What is the calculated total energy in the seventh record? -9794.93390 eV